(1)
{"formula": "C33H48BBrFN9Pb", "method": "the ωB97M-V functional and the def2-TZVPD basis", "symbols": ["Pb", "C", "C", "C", "C", "C", "N", "N", "B", "N", "N", "C", "C", "C", "C", "C", "N", "N", "C", "C", "C", "C", "C", "H", "H", "H", "H", "H", "H", "H", "H", "H", "H", "H", "H", "H", "H", "H", "H", "H", "H", "H", "H", "H", "H", "C", "N", "C", "C", "C", "N", "C", "C", "H", "H", "H", "H", "H", "H", "H", "H", "H", "H", "H", "H", "H", "H", "H", "H", "C", "C", "C", "C", "C", "Br", "N", "C", "H", "H", "H", "H", "H", "H", "F", "C", "C", "C", "C", "C", "C", "H", "H", "H", "H"], "xyz": [[-0.160, 0.236, 0.315], [-4.067, 0.951, 0.270], [-3.208, 1.618, -0.779], [-3.637, 2.562, -1.712], [-2.578, 2.801, -2.544], [-2.503, 3.731, -3.725], [-1.570, 2.024, -2.152], [-1.931, 1.293, -1.040], [-0.219, 1.904, -2.810], [0.115, 0.423, -2.998], [-0.031, -0.544, -2.054], [0.160, -1.705, -2.647], [-0.033, -3.054, -2.049], [0.439, -1.505, -3.994], [0.362, -0.160, -4.205], [0.402, 0.522, -5.495], [0.849, 2.719, -2.021], [0.792, 2.878, -0.669], [1.932, 3.453, -0.341], [2.250, 3.827, 1.069], [2.732, 3.695, -1.498], [1.999, 3.179, -2.536], [2.310, 3.112, -3.970], [-4.705, 0.183, -0.174], [-4.772, 1.619, 0.762], [-3.523, 0.428, 1.041], [-4.625, 3.003, -1.745], [-3.380, 4.412, -3.730], [-2.418, 3.213, -4.678], [-1.628, 4.390, -3.697], [-0.345, 2.355, -3.881], [-0.326, -3.002, -1.000], [0.855, -3.640, -2.054], [-0.794, -3.602, -2.628], [0.641, -2.250, -4.744], [0.917, -0.131, -6.223], [0.914, 1.478, -5.454], [-0.594, 0.713, -5.886], [1.848, 3.115, 1.776], [1.813, 4.793, 1.342], [3.325, 3.827, 1.162], [3.734, 4.132, -1.602], [3.074, 3.803, -4.247], [1.415, 3.326, -4.560], [2.612, 2.114, -4.275], [1.496, -1.905, 4.072], [1.216, -0.595, 3.481], [2.464, 0.010, 2.973], [0.587, 0.257, 4.495], [0.010, 1.551, 3.891], [-1.159, 1.411, 3.021], [-2.208, 0.753, 3.772], [-1.574, 2.687, 2.470], [2.034, -1.820, 5.050], [2.049, -2.514, 3.315], [0.531, -2.409, 4.227], [3.167, 0.317, 3.837], [2.238, 0.874, 2.371], [2.959, -0.719, 2.338], [1.324, 0.574, 5.282], [-0.181, -0.336, 4.978], [0.807, 2.091, 3.366], [-0.297, 2.170, 4.793], [-2.430, 1.204, 4.782], [-1.978, -0.310, 3.984], [-3.123, 0.829, 3.205], [-1.938, 3.419, 3.217], [-2.426, 2.538, 1.763], [-0.743, 3.125, 1.946], [2.321, -5.619, 1.073], [2.563, -4.266, 0.556], [3.686, -4.022, -0.171], [3.913, -2.746, -0.678], [2.972, -1.774, -0.442], [3.199, -0.029, -1.165], [1.890, -1.958, 0.276], [1.688, -3.182, 0.758], [1.474, -6.075, 0.553], [2.140, -5.647, 2.142], [3.189, -6.237, 0.863], [4.407, -4.817, -0.377], [4.769, -2.539, -1.289], [0.759, -3.334, 1.291], [-4.094, -4.586, 1.726], [-3.369, -3.524, 1.374], [-3.596, -2.938, 0.147], [-2.780, -1.873, -0.200], [-1.759, -1.379, 0.644], [-1.651, -1.987, 1.889], [-2.435, -3.047, 2.280], [-4.446, -3.296, -0.481], [-2.904, -1.481, -1.195], [-0.939, -1.611, 2.612], [-2.266, -3.476, 3.268]], "forces_ev_per_a": [[-0.020, -0.095, 0.041], [-0.242, -0.042, -0.162], [0.240, -0.367, 0.080], [-1.075, 0.202, 0.496], [-0.004, 0.447, -0.775], [-0.157, 0.724, 0.209], [-0.290, -0.429, 1.303], [-0.584, 0.646, -0.391], [0.278, 0.262, 0.644], [0.127, -0.506, -0.788], [0.142, 0.378, 0.398], [0.025, -0.561, -0.283], [-0.835, 0.199, 0.579], [0.130, -0.468, -0.511], [-0.124, 0.057, 1.231], [0.535, 0.257, -1.180], [-0.876, -0.829, -0.254], [0.277, 0.144, -0.612], [0.435, 0.473, -0.316], [-0.287, 0.086, -0.266], [0.559, 0.003, 0.542], [-0.028, 0.264, 0.572], [-0.727, -0.437, -0.600], [0.132, -0.003, -0.244], [0.175, 0.436, -0.110], [0.426, 0.029, 0.104], [0.175, 0.007, -0.102], [0.372, -0.629, -0.063], [-0.260, -0.188, -0.012], [-0.017, -0.181, 0.281], [0.146, 0.303, -0.627], [-0.329, 0.086, -0.157], [0.965, -0.450, -0.272], [0.169, 0.182, 0.314], [-0.072, -0.100, 0.002], [-0.199, 0.341, 0.274], [0.043, -0.071, -0.106], [-0.198, 0.009, 0.028], [-0.122, -0.364, 0.091], [0.299, 0.037, -0.095], [0.346, 0.289, 0.337], [-0.634, -0.169, 0.323], [0.606, 0.488, -0.107], [0.129, 0.191, 0.039], [0.234, -0.206, 0.044], [-0.095, -0.082, -0.577], [0.766, 0.153, 0.370], [0.150, -0.228, 1.419], [0.420, 0.529, -0.791], [-0.213, 0.495, 1.102], [0.455, -0.610, 0.684], [-0.395, -0.227, 0.788], [-1.139, -0.014, -0.104], [-0.101, -0.242, -0.632], [-0.161, 0.407, 0.863], [0.256, 0.011, 0.213], [-0.803, -0.392, -1.091], [0.016, 0.349, -0.179], [0.143, 0.025, 0.002], [-0.362, -0.270, -0.413], [-0.169, 0.038, 0.199], [-0.251, -0.055, 0.089], [0.360, -0.241, -0.756], [0.368, 0.080, -0.673], [-0.197, 0.619, -0.424], [-0.361, -0.274, -0.184], [0.216, -0.240, 0.129], [0.761, 0.044, 0.383], [0.312, 0.241, -0.417], [-0.446, -0.871, 0.012], [-0.749, 0.949, 0.437], [1.128, 0.647, -0.809], [0.131, -0.462, -0.254], [0.178, 0.592, -0.125], [0.173, -0.004, 0.031], [-0.467, -0.513, 0.203], [0.225, -0.463, -0.132], [-0.054, -0.042, 0.208], [-0.145, 0.025, 0.157], [0.074, -0.170, 0.077], [-0.203, 0.226, 0.097], [0.290, 0.129, -0.132], [-0.132, 0.047, 0.183], [-0.615, -0.715, 0.205], [0.311, 0.279, 0.605], [-0.651, -0.118, -0.226], [0.732, -0.072, 0.040], [-0.544, -0.450, -0.350], [0.177, 0.409, -0.089], [-0.144, -0.518, 0.061], [0.986, 0.258, 0.479], [-0.002, 0.427, -0.238], [0.276, 0.058, -0.040], [-0.390, -0.209, -0.304]], "homo_ev": -7.345, "gap_ev": 7.86, "e_above_lowest_ev": 0.285}

---

(2)
{"formula": "C33H48BrCaN3P2Se", "method": "the ωB97M-V functional and the def2-TZVPD basis", "symbols": ["N", "C", "C", "C", "C", "C", "C", "Ca", "P", "C", "C", "C", "C", "C", "C", "C", "Br", "H", "H", "H", "H", "H", "H", "H", "H", "H", "H", "P", "C", "C", "H", "H", "H", "H", "H", "C", "C", "H", "H", "H", "H", "H", "C", "C", "H", "H", "H", "H", "H", "C", "C", "H", "H", "H", "H", "H", "C", "C", "H", "H", "H", "H", "H", "C", "C", "H", "H", "H", "H", "H", "C", "N", "C", "Se", "N", "C", "C", "C", "C", "C", "C", "H", "H", "H", "H", "H", "H", "H", "H"], "xyz": [[4.877, 2.568, -0.480], [4.016, 2.851, 0.506], [3.075, 1.932, 0.982], [3.004, 0.642, 0.403], [3.935, 0.350, -0.613], [4.847, 1.352, -1.014], [2.114, -0.380, 0.942], [-0.013, -0.303, -0.086], [-1.884, -2.015, 0.347], [1.943, -1.671, 0.366], [1.551, -2.859, 1.123], [1.788, -4.141, 0.559], [1.476, -5.302, 1.251], [0.907, -5.211, 2.532], [0.698, -3.968, 3.133], [1.019, -2.794, 2.433], [0.408, -6.800, 3.461], [1.765, -0.214, 1.969], [2.380, -1.860, -0.612], [2.421, 2.203, 1.805], [3.991, -0.631, -1.076], [4.075, 3.845, 0.949], [5.572, 1.128, -1.799], [2.228, -4.200, -0.437], [0.852, -1.830, 2.911], [1.657, -6.275, 0.804], [0.285, -3.906, 4.137], [0.196, -0.082, -2.652], [-2.323, -1.815, 2.112], [-3.014, -3.007, 2.780], [-2.943, -0.911, 2.180], [-1.394, -1.587, 2.670], [-3.211, -2.782, 3.840], [-3.983, -3.243, 2.320], [-2.392, -3.907, 2.756], [-1.491, -3.764, 0.054], [-2.670, -4.692, -0.234], [-0.926, -4.110, 0.929], [-0.777, -3.814, -0.790], [-2.293, -5.712, -0.401], [-3.371, -4.744, 0.608], [-3.222, -4.398, -1.130], [-3.332, -1.591, -0.659], [-4.703, -1.934, -0.069], [-3.183, -2.089, -1.627], [-3.296, -0.508, -0.873], [-5.495, -1.625, -0.767], [-4.828, -3.009, 0.103], [-4.883, -1.412, 0.874], [-0.950, 1.060, -3.483], [-2.441, 0.839, -3.217], [-0.723, 0.954, -4.550], [-0.668, 2.077, -3.183], [-3.041, 1.580, -3.762], [-2.777, -0.155, -3.522], [-2.668, 0.963, -2.149], [-0.124, -1.677, -3.499], [0.814, -2.815, -3.093], [-0.054, -1.462, -4.572], [-1.169, -1.957, -3.284], [0.542, -3.747, -3.608], [1.858, -2.592, -3.336], [0.752, -3.005, -2.011], [1.799, 0.446, -3.335], [2.160, 1.903, -3.024], [1.731, 0.279, -4.418], [2.582, -0.227, -2.948], [3.179, 2.130, -3.364], [1.480, 2.605, -3.512], [2.135, 2.093, -1.940], [-2.209, 3.923, 2.451], [-0.944, 4.221, 1.714], [-0.483, 3.495, 0.652], [-1.341, 2.110, -0.108], [0.683, 4.113, 0.232], [0.943, 5.229, 1.034], [1.963, 6.144, 0.976], [1.899, 7.157, 1.923], [0.873, 7.238, 2.860], [-0.157, 6.306, 2.913], [-0.084, 5.302, 1.972], [-3.049, 3.960, 1.758], [-2.376, 4.655, 3.248], [-2.141, 2.928, 2.891], [1.258, 3.813, -0.572], [2.723, 6.035, 0.229], [2.687, 7.911, 1.912], [0.854, 8.055, 3.585], [-0.968, 6.340, 3.617]], "forces_ev_per_a": [[-0.162, 0.114, 0.193], [-0.229, -0.611, -0.098], [0.082, -0.325, -0.397], [0.700, 0.724, -0.472], [0.236, 0.845, 0.076], [-0.707, -0.735, 0.242], [1.286, -3.452, -0.401], [-0.897, 1.728, 0.713], [-0.600, -0.841, 0.247], [2.400, 2.066, 2.503], [-0.497, -0.563, 0.242], [-0.205, 0.571, 0.211], [-0.100, 0.181, 0.275], [0.099, -0.165, -0.122], [0.106, 0.588, -0.375], [0.019, -0.732, -0.230], [0.199, 0.599, -0.348], [-0.040, -0.025, -0.291], [-0.155, 0.114, -0.059], [0.038, -0.004, -0.061], [0.076, 0.154, 0.129], [0.067, -0.165, -0.097], [-0.131, 0.148, 0.223], [-0.095, -0.080, 0.198], [0.071, -0.264, 0.022], [-0.013, 0.134, 0.088], [0.085, -0.046, -0.196], [0.041, -0.100, -1.466], [-0.073, -0.088, 0.430], [-0.320, 0.000, 0.424], [0.062, -0.112, -0.018], [-0.394, -0.075, -0.290], [0.074, -0.060, -0.332], [0.313, 0.085, 0.081], [-0.060, 0.124, -0.062], [0.036, -0.494, -0.249], [-0.029, -0.548, 0.149], [-0.175, 0.083, -0.159], [-0.341, 0.097, 0.337], [-0.147, 0.293, 0.016], [0.175, 0.038, -0.236], [0.062, -0.002, 0.108], [-0.597, 0.209, -0.080], [-0.422, -0.138, -0.280], [-0.039, 0.067, 0.101], [0.015, -0.410, 0.150], [0.221, -0.066, 0.213], [0.078, 0.281, -0.040], [0.069, -0.038, -0.088], [-0.164, 0.228, -0.335], [-0.022, 0.100, 0.089], [-0.133, 0.150, -0.012], [-0.070, -0.224, -0.058], [0.188, -0.229, 0.135], [0.032, 0.067, -0.028], [0.002, 0.013, -0.347], [-0.161, 0.023, -0.194], [-0.027, -0.076, 0.071], [-0.080, -0.233, 0.038], [0.264, 0.089, -0.118], [0.096, 0.275, 0.151], [-0.117, -0.030, -0.004], [0.029, 0.000, -0.242], [0.358, -0.066, -0.229], [0.132, 0.064, 0.079], [0.191, 0.081, 0.080], [-0.247, 0.182, -0.168], [-0.288, -0.059, 0.050], [0.084, -0.096, 0.021], [-0.001, -0.048, -0.191], [0.605, 0.117, -0.329], [-0.323, -0.578, -0.271], [1.526, 2.663, 1.201], [-0.826, -0.565, -0.423], [-0.754, -0.700, -0.011], [-0.494, -0.716, -0.250], [-0.283, 0.186, 0.467], [0.826, 0.323, -0.395], [-0.531, 0.270, 0.686], [0.518, 0.070, -0.337], [-0.286, -0.647, -0.402], [0.069, -0.015, -0.001], [0.281, -0.112, -0.315], [-0.008, 0.068, -0.054], [-0.762, 0.188, 0.830], [0.416, 0.292, -0.159], [-0.312, -0.162, 0.120], [0.147, -0.232, -0.323], [-0.057, 0.233, 0.253]], "homo_ev": -13.368, "gap_ev": 6.45, "charge": 2, "e_above_lowest_ev": 0.000}

---

Which E_LUMO belongs to each record? In order, 0.0187 -0.2541 Ha.
Which max |F| belongs to each record? In order, 1.53 4.04 eV Å⁻¹.